(1)
The following is a quantum chemistry calculation of the molecule C3H4I2O in a non-equilibrium geometry, from the Open Molecules 2025 dataset.

## Properties
E_tot ... -787.2530 Eh
HOMO ... -9.325 eV
HOMO-LUMO gap ... 0.3484 hartree
Net charge ... 0
Structure (SMILES) ... C=C(I)[C@@H](O)I
Energy above the lowest of the compared OMol25 structures with the same formula, charge and spin ... 43.9 kcal per mole
Strongest force on any atom ... 0.09044 hartree/bohr

Cartesian coordinates (Å):
C: -1.313160 -0.790947 -0.314152
C: -0.065719 -0.531496 -0.634044
I: 1.157476 -1.489512 -2.143693
C: 0.908746 0.784231 0.258755
O: 0.146397 1.770613 0.715485
I: 2.089191 -0.254867 1.694664
H: -1.947060 -1.596729 -0.711474
H: -1.892144 -0.486534 0.596327
H: 1.595850 1.141801 -0.470491
H: -0.679577 1.453441 1.008621

Cartesian forces, eV/Å:
C -1.3498 -1.2847 1.0052
C 2.4222 2.4636 1.1900
I -0.9697 0.5897 0.9257
C -1.7597 -3.6534 -2.2773
O 0.7333 1.4462 -0.1932
I 0.1403 -0.1963 0.3916
H 0.7652 0.2686 -0.6262
H 1.1273 0.7581 -0.6733
H 0.4802 0.2538 -0.4997
H -1.5891 -0.6456 0.7574

Atomic partial charges in e from the natural (NBO) method, atoms 1 to 6:
1. C -0.516
2. C -0.156
3. I 0.156
4. C 0.021
5. O -0.680
6. I 0.052

(2)
The following is a quantum chemistry calculation of a structure of composition C3H4IN in a non-equilibrium geometry, from the Open Molecules 2025 dataset.

## Properties
E_tot ... -468.9463 Eh
HOMO ... -8.208 eV
HOMO-LUMO gap ... 0.3008 hartree
Net charge ... 0
Energy above the lowest of the compared OMol25 structures with the same formula, charge and spin ... 111.6 kcal per mole
Strongest force on any atom ... 0.12680 hartree/bohr

Cartesian coordinates (Å):
C: -1.030508 -0.208844 0.239214
C: -0.103101 -1.161540 0.013817
C: -0.131646 0.825920 -0.254534
N: 0.846042 -0.348085 -0.477636
I: 2.714772 0.178377 0.082444
H: -2.139310 -0.244296 0.230540
H: 0.006412 -2.255208 0.015565
H: -0.363539 1.408828 -1.035414
H: 0.200875 1.804851 1.186005

Cartesian forces, eV/Å:
C -2.5476 -1.0420 -0.4061
C -1.0778 -2.0718 1.5045
C 2.0198 -1.3826 6.0437
N 1.0968 4.1897 -1.8518
I 0.7867 -0.5501 0.4461
H 0.9799 0.0072 0.3345
H -0.3234 0.5899 0.2527
H -0.5098 2.3823 -2.6923
H -0.4245 -2.1225 -3.6314

Atomic partial charges in e from the natural (NBO) method, atoms 1 to 6:
1. C -0.334
2. C 0.004
3. C -0.059
4. N -0.601
5. I 0.287
6. H 0.218

(3)
The following is a quantum chemistry calculation of a cluster of 2 separate species, C3H4IN in total in a non-equilibrium geometry, from the Open Molecules 2025 dataset.

## Properties
2S+1 ... 3
E_tot ... -468.8929 Eh
HOMO (spin up / spin down) ... -8.169 / -8.789 eV
HOMO-LUMO gap (spin up / spin down) ... 0.2807 / 0.2735 hartree
Net charge ... 0
Energy above the lowest of the compared OMol25 structures with the same formula, charge and spin ... 60.4 kcal per mole
Strongest force on any atom ... 0.08335 hartree/bohr

Cartesian coordinates (Å):
C: 1.803758 0.879472 -0.503725
C: 0.556616 0.373946 -0.301744
C: -1.914764 -0.877181 0.468443
N: 0.169644 -0.819519 -0.045727
I: -2.527412 -2.594560 1.361102
H: 2.024326 1.830731 -0.897035
H: 2.777565 0.276967 -0.337376
H: -0.377071 0.971559 -0.543559
H: -2.512662 -0.041414 0.799621

Cartesian forces, eV/Å:
C 3.4658 -1.9068 0.4174
C -3.8346 1.6160 -1.0264
C 2.1731 -0.6891 -1.2975
N -1.7542 -2.1538 1.8550
I 0.3926 0.0783 -0.0729
H -0.3837 1.1003 -0.3201
H -2.0158 0.7037 -0.0833
H 1.4841 0.4840 0.3177
H 0.4727 0.7674 0.2101

Atomic partial charges in e from the natural (NBO) method, atoms 1 to 6:
1. C -0.275
2. C -0.145
3. C -0.306
4. N -0.238
5. I 0.229
6. H 0.198